Entry 1:
This record from the OMol25 dataset describes C11H6EuN2O6 as an isolated structure in a non-equilibrium geometry. The level of theory is ωB97M-V/def2-TZVPD.

```
26
Properties=species:S:1:pos:R:3:forces:R:3
O 0.214 3.932 -2.523 -0.11 -3.61 -0.26
C 0.185 2.789 -2.574 0.10 4.29 0.15
Eu 0.181 0.143 -2.090 0.00 0.16 -1.66
O 0.205 0.191 -6.071 0.01 0.02 6.53
C 0.206 0.193 -4.897 0.00 -0.01 -7.05
C 0.205 -2.411 -2.536 -0.04 -4.90 -0.07
O 0.197 -3.556 -2.531 0.04 3.78 -0.10
C -2.386 0.195 -2.534 -4.88 -0.03 -0.06
O -3.532 0.189 -2.531 3.83 0.03 -0.09
C 2.787 0.168 -2.567 4.67 0.09 0.10
O 3.932 0.195 -2.525 -3.83 -0.10 -0.24
N -1.315 -1.316 4.228 0.58 0.59 -0.37
C -1.381 -1.396 2.889 -0.90 -0.92 1.02
O -2.121 -2.161 2.264 1.18 1.21 0.49
C -0.460 -0.457 2.212 0.54 0.53 -2.16
C 0.456 0.487 2.750 -0.36 -0.38 -1.23
C 1.278 1.323 1.961 0.22 0.22 -0.91
C 1.167 1.196 0.565 -1.13 -1.14 1.59
N 0.278 0.283 0.132 -0.02 -0.01 -0.32
C -0.533 -0.544 0.810 1.58 1.63 0.97
H -1.904 -1.916 4.739 -0.67 -0.68 0.85
H -0.698 -0.678 4.725 -0.50 -0.52 -0.22
H 0.507 0.549 3.807 0.29 0.30 0.81
H 2.000 2.067 2.333 -0.59 -0.60 0.33
H 1.707 1.743 -0.242 -0.16 -0.15 1.07
H -1.175 -1.207 0.204 0.15 0.16 0.83
```
Positions in Å, forces in eV/Å.

HOMO-LUMO gap (alpha / beta) ... 7.5466 / 7.7406 eV
Expectation value of S² ... 15.759
Energy relative to the best compared isomer or geometry (same formula, charge and spin) ... 0.000 eV
Multiplicity ... 8
HOMO (alpha / beta) ... -15.94 / -15.98 eV
Charge ... +2

Atomic partial charges in e from the Löwdin method, atoms 1 to 6:
1. O 0.151
2. C -0.009
3. Eu 1.155
4. O 0.110
5. C 0.001
6. C -0.015

---

Entry 2:
This record from the OMol25 dataset describes C3H16BKN6O3 as an isolated structure in a non-equilibrium geometry. The level of theory is ωB97M-V/def2-TZVPD.

```
30
Properties=species:S:1:pos:R:3:forces:R:3
K -3.427 -11.307 17.098 -0.38 0.42 0.20
B -2.783 -8.436 17.157 -0.02 0.22 -0.14
H -2.765 -8.847 18.154 -0.43 -1.44 4.27
H -1.768 -8.622 16.841 4.00 -0.91 -1.95
H -3.561 -8.910 16.578 -2.87 -2.04 -2.51
H -2.980 -7.377 17.096 -0.68 4.12 0.16
C -6.281 -9.779 19.407 -2.42 -1.36 -5.73
O -5.840 -10.554 18.599 2.03 -2.26 -1.57
N -7.380 -9.144 19.119 -4.23 2.38 -1.35
N -5.846 -9.529 20.528 4.58 0.71 8.79
H -7.635 -8.288 19.590 0.03 -0.20 -0.21
H -7.767 -9.303 18.200 0.16 0.16 0.23
H -5.045 -10.083 20.794 0.04 0.26 0.13
H -6.419 -9.234 21.306 0.05 0.13 -0.42
C -0.303 -12.381 16.149 -2.41 1.01 -4.87
O -1.172 -12.630 16.900 -3.92 -1.36 2.24
N -0.445 -12.110 14.780 -1.35 -0.58 -0.31
N 0.877 -12.204 16.498 8.31 1.28 2.27
H 0.339 -11.979 14.156 -0.14 -0.14 0.37
H -1.287 -12.452 14.339 0.09 0.14 0.08
H 1.160 -12.058 17.456 -0.45 -0.26 -0.09
H 1.551 -11.869 15.825 -0.09 -0.12 0.28
C -3.478 -10.501 13.633 0.90 0.83 0.69
O -4.091 -11.014 14.533 -1.20 -0.76 1.32
N -2.822 -9.323 13.704 -0.05 1.16 0.84
N -3.198 -11.085 12.490 1.08 -1.62 -3.88
H -2.915 -8.857 14.594 0.13 0.39 0.23
H -2.613 -8.787 12.874 -0.15 -0.10 0.37
H -2.427 -10.666 11.989 -0.32 -0.29 -0.17
H -3.542 -11.946 12.089 -0.30 0.23 0.74
```
Positions in Å, forces in eV/Å.

HOMO-LUMO gap ... 7.9492 eV
Energy relative to the best compared isomer or geometry (same formula, charge and spin) ... 2.243 eV
HOMO ... -7.78 eV

Atomic partial charges in e from the Löwdin method, atoms 1 to 6:
1. K 0.845
2. B -0.469
3. H -0.095
4. H -0.079
5. H -0.126
6. H -0.076

---

Entry 3:
This record from the OMol25 dataset describes a 2-piece molecular cluster, C5H7IO overall in a non-equilibrium geometry. The level of theory is ωB97M-V/def2-TZVPD.

```
14
Properties=species:S:1:pos:R:3:forces:R:3
C 2.527 0.032 0.568 3.23 -0.52 0.67
C 1.334 0.221 1.036 -3.51 0.32 -0.63
C -1.572 0.608 -0.319 0.35 0.95 1.87
C -0.882 0.078 -1.522 -0.22 -1.54 -0.99
C -0.688 -0.609 -0.251 2.00 2.96 2.27
O -0.867 -1.838 0.213 -0.11 0.09 1.06
I 0.695 1.408 2.738 0.46 -0.80 -0.63
H 3.579 0.102 1.136 -2.51 0.29 -1.27
H 2.557 -0.354 -0.456 0.25 -0.20 0.36
H -1.289 1.555 0.236 0.03 -1.33 -0.95
H -2.631 0.479 -0.362 -0.66 -0.25 0.34
H -1.556 -0.578 -2.074 -0.03 0.33 -0.57
H -0.223 0.643 -2.152 0.68 -0.08 0.17
H -0.982 -1.749 1.208 0.04 -0.21 -1.70
```
Positions in Å, forces in eV/Å.

HOMO-LUMO gap (alpha / beta) ... 7.6440 / 7.6419 eV
Energy relative to the best compared isomer or geometry (same formula, charge and spin) ... 4.299 eV
HOMO (alpha / beta) ... -7.82 / -7.82 eV

Atomic partial charges in e from the Löwdin method, atoms 1 to 6:
1. C -0.217
2. C -0.662
3. C -0.114
4. C -0.094
5. C -0.311
6. O 0.065

---

Entry 4:
This record from the OMol25 dataset describes C31H47AlNO3P2S as an isolated structure in a non-equilibrium geometry. The level of theory is ωB97M-V/def2-TZVPD.

```
86
Properties=species:S:1:pos:R:3:forces:R:3
Al -0.539 2.857 -0.049 -1.24 -0.49 -0.89
C 0.940 1.047 3.006 1.51 -0.93 0.01
C 1.791 1.431 1.958 -1.06 0.95 -0.73
C -0.139 2.811 1.900 -0.36 -1.88 2.60
C -0.207 1.830 2.987 -1.11 2.77 -1.61
C 1.172 2.490 1.179 2.37 -1.25 2.45
C 1.269 0.082 4.091 0.13 -0.27 0.06
H 1.963 -0.697 3.756 -0.03 0.23 -0.02
H 0.356 -0.423 4.449 0.17 0.15 -0.04
H 1.755 0.552 4.970 -0.28 0.08 -0.41
C -1.186 1.828 4.079 -0.75 0.05 0.15
H -1.329 0.807 4.460 0.01 0.19 0.00
H -2.154 2.210 3.736 0.15 -0.03 0.16
H -0.848 2.453 4.927 0.01 -0.17 -0.32
C -0.689 4.201 2.145 0.00 0.85 0.36
H 0.116 4.902 2.414 -0.17 -0.12 -0.06
H -1.398 4.185 2.997 0.36 -0.16 -0.56
H -1.249 4.678 1.313 0.17 -0.11 0.11
C 2.080 3.456 0.482 0.45 0.73 -0.52
H 2.719 4.003 1.202 -0.34 -0.14 -0.18
H 1.516 4.200 -0.101 0.26 0.12 0.11
H 2.776 2.980 -0.238 -0.50 0.03 0.44
C 3.196 0.978 1.894 0.76 -0.35 -0.52
H 3.836 1.501 2.628 -0.38 -0.08 -0.21
H 3.632 1.130 0.907 0.02 0.16 0.06
H 3.305 -0.095 2.099 -0.17 0.23 0.08
C 0.356 -1.516 0.208 -1.27 1.45 0.77
C 1.445 -1.849 0.885 0.51 -0.22 -0.61
C 2.643 -2.482 0.232 0.67 -0.16 -0.11
C 3.053 -2.019 -1.189 0.07 -0.31 -0.08
C 3.306 -0.554 -1.239 -0.26 0.27 -0.76
C 2.379 0.327 -1.630 -0.71 1.09 0.46
C 0.897 0.180 -1.686 0.46 -0.67 0.16
C 0.208 -1.124 -1.249 -1.04 -0.40 -0.22
H 2.438 -3.556 0.111 0.15 0.13 0.46
H 2.286 -2.307 -1.928 0.40 0.23 0.44
H 3.511 -2.358 0.885 0.04 -0.25 -0.01
H 0.425 -1.957 -1.944 -0.07 0.41 0.31
H -0.555 -1.307 0.814 0.75 0.17 -0.32
H 1.481 -1.689 1.971 -0.35 -0.74 -0.46
H -0.873 -0.891 -1.371 0.42 -0.35 -0.07
H 0.410 1.066 -1.195 0.49 -0.74 -0.28
H 2.629 1.380 -1.801 0.41 -0.30 0.25
H 0.568 0.427 -2.742 -0.05 -0.43 -0.07
H 3.966 -2.553 -1.526 -0.40 0.22 0.47
H 4.289 -0.159 -0.978 -0.03 -0.29 -0.25
P -0.311 -0.824 -4.264 -0.03 -1.73 -2.64
P -0.184 2.427 -4.132 1.00 -0.02 -2.25
C -0.212 0.074 -5.876 0.28 0.54 0.38
C -0.710 1.522 -5.721 -0.40 0.02 0.13
H -0.832 -0.486 -6.600 0.19 0.10 0.39
H 0.832 -0.008 -6.235 -0.44 0.34 0.29
H -0.364 2.101 -6.587 -0.17 0.01 0.25
H -1.811 1.552 -5.723 0.23 -0.14 -0.14
C -0.705 4.076 -4.717 -0.48 0.10 0.25
H -0.193 4.830 -4.114 -0.18 0.05 -0.09
H -1.784 4.149 -4.560 0.07 0.29 -0.02
H -0.490 4.232 -5.779 0.07 -0.03 0.23
C 1.588 2.597 -4.759 -0.07 -0.09 0.54
H 1.600 2.798 -5.847 -0.07 -0.05 0.53
H 2.163 1.679 -4.560 -0.02 0.34 -0.02
H 2.053 3.447 -4.236 0.05 -0.38 -0.16
C -1.962 -1.571 -4.411 -0.48 0.38 1.10
H -2.114 -2.252 -3.569 -0.16 0.08 -0.08
H -2.035 -2.141 -5.342 0.19 0.24 0.07
H -2.715 -0.779 -4.377 -0.09 -0.23 -0.02
C 0.689 -2.330 -4.683 0.59 0.15 0.70
H 1.586 -2.053 -5.257 -0.24 -0.03 0.28
H 0.097 -3.047 -5.276 0.06 0.45 0.28
H 1.003 -2.814 -3.747 -0.02 -0.07 -0.45
O -2.404 -1.452 7.107 0.62 -0.57 -0.68
S -1.773 -2.226 6.049 -1.97 1.56 -1.34
O -0.687 -3.080 6.386 0.81 -0.49 0.27
N -1.436 -1.273 4.757 0.65 0.41 -0.30
C -2.074 -1.546 3.589 0.53 0.11 1.58
O -1.876 -0.952 2.513 -0.17 -0.29 0.31
C -3.070 -2.640 3.836 -0.87 -0.59 -0.59
C -4.016 -3.188 2.966 0.44 0.36 0.20
C -4.879 -4.188 3.419 -0.02 -0.03 0.20
C -4.812 -4.657 4.748 0.76 0.57 -0.04
C -3.856 -4.099 5.625 -0.14 0.02 -0.78
C -3.020 -3.102 5.129 -0.43 -0.88 0.88
H -4.034 -2.771 1.961 -0.25 -0.31 0.04
H -5.618 -4.598 2.723 0.24 0.07 0.34
H -5.469 -5.454 5.089 0.07 0.20 -0.08
H -3.710 -4.407 6.656 -0.32 -0.14 -0.15
```
Positions in Å, forces in eV/Å.

HOMO-LUMO gap (alpha / beta) ... 4.2911 / 2.7034 eV
HOMO (alpha / beta) ... -9.67 / -9.68 eV
Charge ... +1

Atomic partial charges in e from the Löwdin method, atoms 1 to 6:
1. Al 0.835
2. C -0.142
3. C -0.154
4. C -0.397
5. C -0.127
6. C -0.307

---

Entry 5:
This record from the OMol25 dataset describes C12H24AsF6HgO12S2 as an isolated structure in a non-equilibrium geometry. The level of theory is ωB97M-V/def2-TZVPD.

```
58
Properties=species:S:1:pos:R:3:forces:R:3
Hg -0.934 0.319 -0.171 -2.93 2.67 -0.29
O -1.452 -2.723 1.790 -1.30 -0.12 -0.89
C -0.747 -1.743 2.353 4.16 2.65 1.52
O -0.075 -2.096 3.364 -1.40 -0.42 -0.19
O -0.588 -0.586 1.868 -1.58 -0.32 -0.91
H -1.191 -3.275 2.531 -0.33 -1.79 0.21
O -2.976 4.079 1.495 0.02 3.35 4.45
C -2.984 3.180 0.613 1.80 -6.09 -7.01
O -3.822 3.182 -0.291 -3.29 1.72 -0.12
O -2.072 2.323 0.476 1.86 0.14 2.83
H -3.866 4.411 1.354 -0.32 0.81 0.17
C -0.067 1.302 -3.289 0.72 -1.29 2.66
O -1.095 1.442 -2.360 -0.86 -0.04 0.03
H -0.200 0.966 -4.317 -0.98 0.38 -0.46
H 0.658 2.113 -3.213 0.15 0.53 -0.45
H 0.447 0.456 -2.834 1.17 -0.49 -0.54
C -4.314 -1.045 -0.256 0.99 0.33 -0.81
O -3.398 -0.115 -0.860 -1.63 -1.24 1.08
H -3.756 -1.687 0.426 0.46 -0.16 0.03
H -5.170 -0.722 0.336 0.18 1.20 0.15
H -4.772 -1.691 -1.005 0.27 -0.26 -0.48
As 2.661 -1.034 0.239 0.81 0.40 0.52
F 3.693 0.536 0.148 -1.57 -2.23 0.27
F 1.157 -0.068 -0.166 4.08 -1.71 0.14
F 1.755 -2.552 0.231 0.39 0.95 -0.16
F 4.169 -1.996 0.576 -1.42 1.19 -0.59
F 2.373 -0.888 2.031 0.68 0.05 -3.05
F 2.891 -1.241 -1.597 -0.09 0.26 2.28
C -0.663 -5.305 -2.084 -1.44 1.05 0.12
C 0.722 -4.712 -2.250 0.40 0.02 0.26
C 0.693 -3.404 -3.043 -1.11 0.76 0.77
S -0.925 -2.509 -2.425 2.11 -1.38 -1.30
O -1.643 -2.055 -3.596 0.12 0.24 0.59
O -0.649 -1.665 -1.266 -0.35 -1.98 -1.79
C -1.643 -4.071 -1.880 -0.72 -0.63 0.18
H -0.813 -6.085 -1.337 0.54 0.60 0.93
H -0.953 -5.945 -2.917 -0.18 0.78 -0.88
H 1.349 -5.459 -2.737 0.35 0.16 0.05
H 1.124 -4.466 -1.267 0.18 -0.14 0.03
H 0.572 -3.531 -4.119 -0.21 0.05 0.05
H 1.541 -2.757 -2.822 -0.08 0.02 0.06
H -2.572 -4.229 -2.428 0.10 0.24 -0.21
H -1.957 -3.756 -0.884 0.35 -0.83 0.54
C 3.060 4.699 2.657 -1.47 -0.03 1.00
C 1.550 5.135 2.445 -1.02 -0.10 0.21
C 0.605 3.952 2.802 1.98 -0.18 -0.24
S 1.551 2.564 2.078 -2.45 -4.57 0.84
O 0.873 2.121 0.823 2.35 2.01 2.53
O 1.670 1.545 3.185 0.36 2.74 -2.45
C 3.203 3.376 1.861 -0.64 1.86 -1.00
H 3.251 4.528 3.717 -0.16 -0.06 0.18
H 3.715 5.527 2.385 0.17 -0.31 -0.48
H 1.388 5.467 1.420 0.17 -0.44 -0.33
H 1.088 5.957 2.992 1.04 0.45 0.56
H -0.453 3.953 2.540 0.28 0.04 -0.86
H 0.636 3.752 3.873 0.27 0.03 0.05
H 3.268 3.776 0.849 -0.38 -0.63 -0.48
H 4.087 2.748 1.960 -0.55 -0.27 0.67
```
Positions in Å, forces in eV/Å.

HOMO-LUMO gap (alpha / beta) ... 6.0419 / 4.9183 eV
Expectation value of S² ... 0.783
Multiplicity ... 2
HOMO (alpha / beta) ... -1.92 / -1.16 eV
Charge ... -2

Atomic partial charges in e from the Löwdin method, atoms 1 to 6:
1. Hg 1.247
2. O 0.071
3. C -0.808
4. O -0.042
5. O -0.094
6. H 0.083